Molecular formula: C16H32Br16
Method: DFT, ωB97M-V with the def2-TZVPD basis set

Calculated values
Strongest force on any atom = 0.0557 hartree/bohr
ΔE to the lowest compared entry with this formula, charge and spin = 153.9 kJ/mol
LUMO energy (spin up / spin down) = -3.185 / -9.424 eV
Net charge = +1
Molecular weight = 1502.90 g/mol
Spin multiplicity = 2
Energy = -1137780.25881 eV
Orbital gap (spin up / spin down) = 8.91 / 2.67 eV
HOMO level (spin up / spin down) = -12.093 / -12.093 eV

Positions of all 64 atoms, in Å:
1 Br -1.17210 -2.17231 5.36431
2 C -0.22579 -3.16755 3.97842
3 C -0.98838 -4.31654 3.19258
4 Br -2.70474 -3.62041 2.48247
5 H 0.67676 -3.53570 4.46625
6 H 0.12287 -2.43471 3.25077
7 H -1.35366 -4.96624 3.98792
8 H -0.37717 -4.84080 2.45794
9 Br 4.38863 -3.32729 -6.78828
10 C 4.11803 -2.04943 -5.25967
11 C 2.96149 -2.67001 -4.54813
12 Br 2.56675 -1.72454 -2.78178
13 H 3.67778 -1.10236 -5.57166
14 H 5.06569 -1.99329 -4.72405
15 H 3.10956 -3.71907 -4.29189
16 H 2.11764 -2.46335 -5.20640
17 Br 3.82103 4.73720 1.82405
18 C 3.90558 3.88969 0.06293
19 C 2.57777 3.51593 -0.56785
20 Br 2.76255 2.79439 -2.38704
21 H 4.48769 2.98659 0.24637
22 H 4.56527 4.45317 -0.59691
23 H 1.97767 4.42537 -0.53808
24 H 2.01824 2.84663 0.08564
25 Br -3.97071 2.43929 -4.38117
26 C -5.36468 1.42862 -3.33801
27 C -4.86597 1.18460 -1.99401
28 Br -6.33866 0.12016 -1.14538
29 H -5.65078 0.51596 -3.86079
30 H -6.31957 1.94854 -3.41521
31 H -4.75600 2.18297 -1.57063
32 H -3.97522 0.55691 -2.02002
33 Br 1.24108 0.97157 4.86689
34 C 2.97382 1.70627 4.03364
35 C 4.22141 0.95683 4.41694
36 Br 5.68797 1.76798 3.37852
37 H 3.10194 2.78272 4.14746
38 H 2.79377 1.47037 2.98482
39 H 4.06060 -0.09844 4.19639
40 H 4.26439 0.94095 5.50597
41 Br -0.06191 -4.08145 -0.34311
42 C -1.95675 -4.33136 -0.83565
43 C -2.48403 -5.68631 -0.39547
44 Br -4.39264 -5.74214 -1.00188
45 H -2.21024 -4.17410 -1.88404
46 H -2.46518 -3.51187 -0.32767
47 H -2.32662 -5.82500 0.67415
48 H -1.96073 -6.49835 -0.90029
49 Br -4.45120 4.33857 0.66830
50 C -2.76970 5.04004 -0.20852
51 C -1.56039 4.90820 0.78154
52 Br -1.35762 3.03565 1.35555
53 H -2.80902 6.09926 -0.46270
54 H -2.72794 4.67389 -1.23433
55 H -1.75376 5.62202 1.58227
56 H -0.65834 5.36116 0.37017
57 Br 2.41830 0.09147 0.47489
58 C 0.53337 0.03329 -0.19098
59 C -0.36407 -0.43558 0.86200
60 Br -2.13219 -0.46324 -0.02213
61 H 0.55534 -0.63866 -1.04894
62 H 0.34089 0.99712 -0.66224
63 H -0.33724 0.26039 1.70045
64 H -0.27092 -1.49393 1.10558



Molecular formula: C16H32Ca2Cl2O30PbS7
Method: DFT, ωB97M-V with the def2-TZVPD basis set

Calculated values
Strongest force on any atom = 0.0915 hartree/bohr
LUMO energy = -8.075 eV
Net charge = +2
Molecular weight = 1287.13 g/mol
Spin multiplicity = 1
Energy = -221531.51110 eV
Orbital gap = 2.91 eV
HOMO level = -10.986 eV

Positions of all 90 atoms, in Å:
1 Pb -17.66972 27.23125 -21.12299
2 Ca -20.43302 30.35386 -21.74083
3 Ca -16.83359 32.04004 -20.37787
4 Cl -19.44156 29.51484 -19.24577
5 Cl -15.91035 29.62255 -20.93735
6 O -19.49245 28.29437 -22.52488
7 C -20.55434 27.61471 -23.22047
8 C -22.07900 28.01941 -23.30234
9 O -22.38901 29.27578 -22.69063
10 H -20.32245 26.55158 -23.15662
11 H -20.21559 27.79330 -24.24099
12 H -22.49146 27.19180 -22.72524
13 H -22.50129 28.01216 -24.30718
14 C -14.02048 28.63741 -26.31593
15 C -15.24839 28.08463 -27.11455
16 O -16.37115 28.37935 -26.32811
17 S -16.04653 28.81260 -24.76851
18 O -16.54911 27.94905 -23.73857
19 O -16.29950 30.25233 -24.55221
20 O -14.41989 28.45553 -24.94999
21 H -13.91156 29.70707 -26.49503
22 H -13.10197 28.05915 -26.41617
23 H -15.18788 26.99867 -27.18603
24 H -15.26797 28.44295 -28.14378
25 C -17.77009 22.98678 -17.08691
26 C -16.23962 22.96953 -17.30693
27 O -16.00950 23.05420 -18.71532
28 S -17.37244 23.42800 -19.59629
29 O -17.89182 22.26242 -20.25687
30 O -17.16048 24.66617 -20.36394
31 O -18.20337 23.73644 -18.17756
32 H -18.10398 23.38829 -16.13014
33 H -18.16110 21.97072 -17.03375
34 H -15.88019 22.00142 -16.95812
35 H -15.78083 23.83628 -16.83115
36 C -19.71116 31.31626 -26.43377
37 C -19.37210 30.82565 -25.05715
38 O -20.38990 31.12636 -24.24596
39 S -21.43855 32.23005 -24.94787
40 O -21.00156 33.61725 -24.71729
41 O -22.81976 31.81875 -24.60278
42 O -20.98288 31.78618 -26.42993
43 H -19.52527 30.61128 -27.24406
44 H -19.08164 32.17687 -26.65997
45 H -18.48041 31.33890 -24.69724
46 H -19.10937 29.76780 -25.05722
47 C -15.46208 27.56712 -15.55600
48 C -16.31016 28.79413 -15.48988
49 O -17.54257 28.62251 -16.25220
50 S -17.66850 26.98853 -16.69489
51 O -17.41822 26.85541 -18.11193
52 O -18.86208 26.29636 -16.14520
53 O -16.30727 26.52596 -15.80476
54 H -15.09013 27.44482 -14.53875
55 H -14.61000 27.51239 -16.23352
56 H -15.74470 29.60110 -15.95590
57 H -16.51968 29.08771 -14.46129
58 C -22.79554 26.29259 -18.95156
59 C -22.30635 25.14461 -18.11020
60 O -21.84391 24.23160 -19.07704
61 S -21.02014 25.01835 -20.28250
62 O -20.96646 24.32414 -21.54550
63 O -19.73957 25.62798 -19.84221
64 O -22.22477 26.14396 -20.27144
65 H -22.43573 27.26933 -18.62810
66 H -23.88444 26.33944 -18.93731
67 H -23.17688 24.77891 -17.56563
68 H -21.54593 25.53015 -17.43109
69 C -17.91178 22.03672 -24.25328
70 C -19.40299 22.55048 -24.22030
71 O -19.25519 23.88676 -24.70061
72 S -17.91871 24.64493 -24.10669
73 O -18.11969 25.37578 -22.80366
74 O -17.20402 25.35693 -25.13422
75 O -17.22845 23.17151 -23.82554
76 H -17.69229 21.73501 -25.27743
77 H -17.78653 21.24106 -23.51888
78 H -19.80481 22.57713 -23.20742
79 H -20.11094 22.02453 -24.86083
80 C -13.32373 23.09873 -22.89426
81 C -12.57378 24.21778 -23.69614
82 O -13.21781 25.46867 -23.23598
83 S -13.96473 25.27086 -21.72131
84 O -15.15059 26.12374 -21.55533
85 O -12.95192 25.31425 -20.67429
86 O -14.29281 23.72098 -22.10666
87 H -12.55167 22.60449 -22.30457
88 H -13.78919 22.31304 -23.48934
89 H -12.94549 24.11942 -24.71606
90 H -11.51381 24.17097 -23.44638



Molecular formula: C16H32EuNO2P2Si
Method: DFT, ωB97M-V with the def2-TZVPD basis set

Calculated values
Strongest force on any atom = 0.0606 hartree/bohr
LUMO energy (spin up / spin down) = -8.948 / -6.585 eV
Net charge = +2
Molecular weight = 512.43 g/mol
Spin multiplicity = 7
Energy = -68466.25422 eV
Orbital gap (spin up / spin down) = 6.49 / 8.86 eV
HOMO level (spin up / spin down) = -15.435 / -15.443 eV

Positions of all 55 atoms, in Å:
1 Eu -0.00246 -0.17209 0.56815
2 P -2.63157 0.59909 -0.38793
3 C -2.22168 0.89135 -2.20555
4 C -0.81862 1.34569 -2.58738
5 N 0.25355 1.02048 -1.81505
6 C 1.46991 1.42323 -2.24830
7 C 1.63781 2.13008 -3.44117
8 C 0.53658 2.45767 -4.22799
9 C -0.70345 2.01723 -3.80383
10 C 2.71812 1.15806 -1.40912
11 P 2.75683 -0.40073 -0.39848
12 H -1.62608 2.14346 -4.38793
13 H 2.64162 2.51835 -3.64985
14 H 0.65747 3.04894 -5.12970
15 H 3.55318 1.06508 -2.12037
16 H 3.01108 1.98542 -0.72323
17 H -2.46120 0.00289 -2.76479
18 H -2.94196 1.62400 -2.59167
19 H -1.30416 -2.78825 -2.02028
20 O -1.81577 -3.03417 -2.80379
21 H -1.25718 -2.67726 -3.53048
22 H -0.63352 -3.28027 1.90790
23 O -0.06185 -2.28019 0.10638
24 H 0.31359 -3.16070 -0.15743
25 C 3.25767 -1.63109 -1.66502
26 H 4.25234 -1.37290 -2.06360
27 H 3.28685 -2.62171 -1.18556
28 H 2.48917 -1.65505 -2.45191
29 C 4.34924 -0.14817 0.48147
30 H 4.42422 -0.90367 1.27703
31 H 5.20882 -0.24776 -0.19794
32 H 4.35823 0.83897 0.96778
33 C -3.56426 2.15810 -0.16934
34 H -4.54574 2.12984 -0.66173
35 H -3.69839 2.29898 0.90878
36 H -2.96567 2.99515 -0.55208
37 C -4.00274 -0.59995 -0.59522
38 H -4.22033 -1.02338 0.39064
39 H -4.92150 -0.11401 -0.95221
40 H -3.69455 -1.42628 -1.25270
41 C -1.57206 0.61870 5.11622
42 Si -0.08177 -0.49263 4.85644
43 C 1.47415 0.54606 4.89649
44 C -0.00689 -1.77648 6.23972
45 C -0.25210 -1.41596 3.24348
46 C -0.46346 -2.37910 2.50158
47 H -1.81376 0.72579 6.18371
48 H -2.44153 0.18035 4.60963
49 H -1.40139 1.62289 4.70396
50 H 1.80516 0.72269 5.92972
51 H 2.28062 0.02494 4.36714
52 H 1.31730 1.52192 4.41944
53 H -0.87760 -2.44436 6.16987
54 H 0.90107 -2.38769 6.13204
55 H 0.00065 -1.32383 7.24227